Below is a molecular structure, C8H23Ba2F3O7, with properties calculated with wB97M-V/def2-TZVPD.

The total charge is +2. The calculation puts the gap between HOMO and LUMO at 5.7 eV. The calculation puts the relative energy (zero: lowest compared OMol25 entry of this formula, charge and spin) at 0.00 kJ/mol. For the total energy, the calculation gives -32528.1338 eV.

Positions of all 43 atoms, in Å:
Ba1 24.3282 -6.7134 -19.7166
Ba2 24.2550 -6.8144 -15.4130
O1 24.5179 -5.2227 -17.5819
H1 25.4323 -5.1362 -17.2671
C1 26.0983 -4.5253 -13.5558
O2 24.6718 -4.6854 -13.4274
O3 26.4917 -5.3639 -14.5593
C2 26.4690 -3.0317 -13.6305
F1 27.6798 -2.9056 -14.1936
F2 25.5765 -2.3261 -14.3508
F3 26.5384 -2.4780 -12.4118
C3 24.0519 -4.1547 -12.2673
C4 22.5630 -4.4779 -12.2174
H2 22.3723 -5.5510 -12.2880
H3 22.2094 -4.2016 -11.2247
H4 22.0438 -3.8973 -12.9757
H5 24.2026 -3.0753 -12.1803
H6 24.5319 -4.5414 -11.3584
H7 26.5250 -4.9442 -12.6341
C5 27.2614 -8.0415 -16.9615
O4 25.9017 -8.0240 -17.4615
H8 28.0132 -8.0140 -17.7496
H9 27.4743 -7.1555 -16.3546
H10 27.3964 -8.9166 -16.3272
H11 25.8712 -8.6410 -18.1987
C6 22.4430 -3.1144 -15.9373
O5 22.4544 -4.5529 -16.1031
H12 21.8356 -2.6830 -16.7375
H13 21.9941 -2.8607 -14.9860
H14 23.4462 -2.7171 -16.0881
H15 23.1052 -4.7040 -16.8111
C7 26.1486 -3.8273 -21.6035
O6 25.2904 -4.2201 -20.5074
H16 25.9284 -2.8203 -21.9380
H17 27.1828 -3.9540 -21.2708
H18 26.0686 -4.5598 -22.4076
H19 25.4196 -3.5855 -19.7494
C8 26.6154 -2.4289 -17.7034
O7 25.3575 -2.6076 -18.3680
H20 26.5997 -1.6945 -16.8980
H21 26.8567 -3.3426 -17.1310
H22 27.3936 -2.2546 -18.4393
H23 24.8971 -3.3939 -18.0134

***

Below is a molecular structure, C8H23ClI2NOP2W, with properties calculated with wB97M-V/def2-TZVPD.

The total charge is +3. The multiplicity is 3. The calculation puts the gap between HOMO and LUMO (spin up / spin down) at 6.3 / 4.9 eV. The calculation puts the relative energy (zero: lowest compared OMol25 entry of this formula, charge and spin) at 0.00 kJ/mol. For the total energy, the calculation gives -61305.6769 eV.

Positions of all 39 atoms, in Å:
I1 -0.0876 1.8301 0.3255
I2 -0.0770 -1.7312 0.2194
W1 -0.0442 0.0944 -1.8211
P1 -2.4578 0.0659 -1.3740
C1 -3.0450 0.1175 0.3532
C2 -3.2374 1.4905 -2.1641
H1 -4.3270 1.3254 -2.1500
H2 -4.3266 -1.2431 -2.0617
H3 -2.8866 1.5850 -3.2002
H4 -2.8839 -1.5895 -3.0789
H5 -2.6738 1.0103 0.8704
H6 -2.9929 2.4061 -1.6062
C3 -3.2394 -1.4134 -2.0569
H7 -4.1422 0.1348 0.3270
H8 -3.0006 -2.2815 -1.4279
H9 -2.6936 -0.7516 0.9198
P2 2.3481 0.0909 -1.3636
C4 2.9032 0.2162 0.3740
C5 3.1500 -1.4059 -1.9812
H10 2.7604 1.5676 -3.2272
H11 4.2158 1.3372 -2.1948
H12 2.8935 2.4228 -1.6513
C6 3.1269 1.4963 -2.1952
H13 2.8288 -1.6018 -3.0116
H14 4.2374 -1.2384 -1.9516
H15 3.9905 0.0819 0.3781
H16 2.4308 -0.5494 0.9978
H17 2.8879 -2.2609 -1.3423
H18 2.6445 1.1973 0.7854
Cl1 -0.0445 0.0182 -4.0602
C7 -0.0665 0.5043 4.9782
C8 -0.1223 -0.3205 3.7250
N1 0.8738 -1.2362 3.6217
O1 -0.9804 -0.1715 2.8510
H19 0.4071 -0.0056 5.8295
H20 -1.0878 0.7748 5.2474
H21 0.4936 1.4308 4.8015
H22 0.8325 -1.9080 2.8721
H23 1.3920 -1.4898 4.4427

***

Below is a molecular structure, C8H23MnNO8P, with properties calculated with wB97M-V/def2-TZVPD.

The total charge is -1. The multiplicity is 6. The calculation puts the gap between HOMO and LUMO (spin up / spin down) at 4.0 / 4.4 eV. For the total energy, the calculation gives -67148.1656 eV.

Positions of all 42 atoms, in Å:
Mn1 -0.1942 -0.3771 0.4215
P1 -1.5011 -0.4456 2.3499
O1 -1.9162 -1.3175 1.1327
O2 -2.5587 -0.9589 3.3393
O3 -1.4983 0.7981 1.4390
O4 -0.1013 -0.9410 2.3379
C1 -2.8977 -0.1930 -1.8720
O5 -1.6166 -0.7622 -1.5369
C2 -1.1621 -1.8598 -2.3611
C3 -0.3639 -2.7439 -1.4690
N1 0.6553 -2.1105 -0.6264
C4 1.7159 -1.4818 -1.4538
C5 2.7918 -0.7673 -0.6261
O6 2.0136 -0.2834 0.5184
C6 2.7134 0.1985 1.6292
H1 -3.6852 -0.9467 -1.8735
H2 -2.8901 0.1979 -2.8894
H3 -3.0463 0.6633 -1.2141
H4 -0.6417 -1.6295 -3.2907
H5 -2.0328 -2.4799 -2.5743
H6 -0.0072 -3.6029 -2.0374
H7 -1.0849 -3.1626 -0.7669
H8 1.1349 -2.8080 -0.0754
H9 1.2838 -0.8211 -2.2054
H10 2.1567 -2.3272 -1.9821
H11 3.2742 0.0875 -1.1000
H12 3.5305 -1.4201 -0.1609
H13 3.3516 -0.5877 2.0324
H14 2.0857 0.5040 2.4662
H15 3.4357 0.9776 1.3852
C7 -0.1765 3.0635 3.2765
O7 0.0110 2.7309 1.9635
H16 0.7709 3.4859 3.6112
H17 -1.0150 3.7311 3.4750
H18 -0.4655 2.1437 3.7850
H19 -0.5783 2.0137 1.7185
C8 -0.5348 2.4448 -1.0691
O8 0.2259 1.2717 -0.9828
H20 -1.4103 2.2757 -0.4422
H21 0.0091 3.2785 -0.6250
H22 -0.7640 2.7143 -2.1001
H23 0.9826 1.4471 -1.5470